Entry 1:
A gas-phase ion, C5H12NO2 (charge -1) at a distorted geometry, computed with ωB97M-V with the def2-TZVPD basis set.

The geometry in ORCA input format:
```
! wB97M-V def2-TZVPD RIJCOSX def2/J DEFGRID3
* xyz -1 1
C 1.307 1.576 0.245
C 0.430 0.314 0.071
C -0.665 0.273 1.145
C -1.569 -0.943 0.965
O -2.278 -1.306 2.181
N -0.050 0.173 -1.279
C 0.794 -0.697 -2.214
O 1.665 -0.007 -2.946
H 0.644 2.458 0.261
H 1.901 1.610 1.172
H 2.020 1.655 -0.570
H 1.093 -0.549 0.245
H -0.194 0.288 2.133
H -1.256 1.181 1.057
H -2.350 -0.706 0.282
H -0.965 -1.784 0.622
H -1.764 -1.943 2.705
H -0.069 1.071 -1.744
H 1.269 -1.419 -1.507
H 0.036 -1.246 -2.827
*
```

Results
- ΔE to the lowest compared entry with this formula, charge and spin (eV) = 2.9231
- highest occupied orbital energy (eV) = -2.51
- SMILES string = C[C@@H](CCO)NC[O-]
- strongest force on any atom (hartree/bohr) = 0.0284

Entry 2:
2 unconnected molecules or ions with the total composition C5H12NO2 at a distorted geometry, computed with ωB97M-V with the def2-TZVPD basis set.

The geometry in ORCA input format:
```
! wB97M-V def2-TZVPD RIJCOSX def2/J DEFGRID3
* xyz 1 1
O -1.925 -1.618 -0.212
C -1.361 -1.290 -1.215
C -0.618 0.110 -1.067
N -0.344 0.351 0.450
C 1.116 0.164 0.634
C 1.726 0.716 -0.653
C 0.763 0.166 -1.725
H -1.327 -1.763 -2.236
H -1.299 0.895 -1.349
H -0.513 1.344 0.611
H -1.090 -0.119 1.007
H 1.331 0.501 1.655
H 1.345 -0.905 0.817
H 2.688 0.242 -0.782
H 1.769 1.804 -0.619
H 1.063 -0.849 -1.991
H 0.897 0.720 -2.634
H -1.142 -0.896 3.110
H -1.915 0.398 3.346
O -1.164 0.029 2.855
*
```

Results
- ΔE to the lowest compared entry with this formula, charge and spin (eV) = 0.9288
- highest occupied orbital energy (eV) = -14.50
- strongest force on any atom (hartree/bohr) = 0.0542

Entry 3:
2 unconnected molecules or ions with the total composition C5H12NP at a distorted geometry, computed with ωB97M-V with the def2-TZVPD basis set.

The geometry in ORCA input format:
```
! wB97M-V def2-TZVPD RIJCOSX def2/J DEFGRID3
* xyz 0 1
C 0.469 -1.265 -1.068
C 0.498 -0.597 0.137
C -0.511 -2.377 -1.464
C 1.462 0.452 0.256
C -0.496 -0.845 1.207
N -0.763 3.715 0.429
P -1.498 2.869 -0.761
H 1.205 -1.071 -1.840
H 0.044 -2.932 -2.148
H -1.471 -2.066 -1.950
H -0.653 -3.069 -0.611
H 2.075 0.227 1.130
H 0.883 1.365 0.445
H 2.134 0.645 -0.610
H -0.563 0.126 1.805
H -0.142 -1.582 1.911
H -1.466 -1.299 1.177
H 0.147 3.434 0.930
H -1.355 4.271 1.023
*
```

Results
- ΔE to the lowest compared entry with this formula, charge and spin (eV) = 2.7505
- highest occupied orbital energy (alpha / beta) (eV) = -7.19 / -7.21
- strongest force on any atom (hartree/bohr) = 0.1207

Entry 4:
A gas-phase ion, C5H12NS (charge +1) at a distorted geometry, computed with ωB97M-V with the def2-TZVPD basis set.

The geometry in ORCA input format:
```
! wB97M-V def2-TZVPD RIJCOSX def2/J DEFGRID3
* xyz 1 1
C 1.305 -0.246 -1.013
C 0.317 0.250 -0.065
C 0.851 1.104 1.170
C -0.794 1.129 -0.820
S -2.320 0.397 -0.046
C -1.493 -1.282 -0.046
N -0.311 -0.930 0.655
H 1.878 -1.141 -0.646
H 1.906 0.543 -1.431
H 0.742 -0.735 -1.842
H 1.894 0.755 1.512
H 0.151 0.927 1.958
H 0.842 2.113 0.861
H -0.769 2.098 -0.340
H -0.777 0.948 -1.844
H -1.209 -1.498 -1.105
H -2.032 -2.031 0.695
H -0.586 -0.735 1.550
H 0.405 -1.665 0.796
*
```

Results
- ΔE to the lowest compared entry with this formula, charge and spin (eV) = 1.6753
- highest occupied orbital energy (eV) = -13.64
- SMILES string = CC1(C)CSC[NH2+]1
- strongest force on any atom (hartree/bohr) = 0.0976

Entry 5:
2 unconnected molecules or ions with the total composition C5H12NS2 at a distorted geometry, computed with ωB97M-V with the def2-TZVPD basis set.

The geometry in ORCA input format:
```
! wB97M-V def2-TZVPD RIJCOSX def2/J DEFGRID3
* xyz -1 1
C 1.023 0.283 1.571
C 0.958 1.197 2.774
S 1.649 2.808 2.302
C -0.278 0.109 0.699
N -0.439 -1.317 0.328
C -0.620 -1.558 -1.069
C -1.795 -0.661 -1.791
S -1.368 -0.370 -3.545
H 1.262 -0.719 2.094
H 1.702 0.563 0.811
H 1.546 0.624 3.487
H 0.006 1.443 3.241
H -0.062 0.693 -0.282
H -1.223 0.460 1.139
H 1.371 0.365 -3.101
H 0.177 -1.184 -1.698
H -0.806 -2.538 -1.502
H -1.893 0.263 -1.238
H -2.742 -1.228 -1.694
H 1.534 0.767 -2.527
*
```

Results
- ΔE to the lowest compared entry with this formula, charge and spin (eV) = 5.8834
- highest occupied orbital energy (eV) = -3.45
- strongest force on any atom (hartree/bohr) = 0.0743

Entry 6:
A single C5H12O molecule, computed with ωB97M-V with the def2-TZVPD basis set.

The geometry in ORCA input format:
```
! wB97M-V def2-TZVPD RIJCOSX def2/J DEFGRID3
* xyz 0 1
C -1.875 -0.326 0.929
C -0.936 0.442 -0.009
C 0.474 -0.160 -0.237
C 1.033 0.386 -1.556
C 1.400 0.208 0.912
O 0.480 -1.591 -0.275
H -2.093 -1.343 0.581
H -2.836 0.198 0.988
H -1.471 -0.403 1.944
H -0.801 1.454 0.393
H -1.436 0.577 -0.979
H 1.079 1.482 -1.537
H 0.398 0.092 -2.401
H 2.040 -0.003 -1.734
H 1.491 1.297 0.994
H 2.397 -0.213 0.746
H 1.016 -0.183 1.859
H -0.361 -1.913 -0.617
*
```

Results
- ΔE to the lowest compared entry with this formula, charge and spin (eV) = 0.0896
- highest occupied orbital energy (eV) = -10.16
- SMILES string = CCC(C)(C)O
- strongest force on any atom (hartree/bohr) = 0.0065

Entry 7:
A single C5H12O molecule, computed with ωB97M-V with the def2-TZVPD basis set.

The geometry in ORCA input format:
```
! wB97M-V def2-TZVPD RIJCOSX def2/J DEFGRID3
* xyz 0 1
C 2.024 -0.149 -0.658
C 0.848 -0.650 0.180
C -0.488 0.096 -0.033
C -1.650 -0.779 0.468
C -0.512 1.476 0.632
O -0.701 0.357 -1.423
H 1.739 -0.077 -1.711
H 2.866 -0.847 -0.580
H 2.378 0.837 -0.339
H 1.101 -0.618 1.248
H 0.679 -1.710 -0.058
H -1.665 -0.904 1.557
H -1.579 -1.781 0.026
H -2.609 -0.344 0.161
H 0.083 1.511 1.551
H -1.543 1.733 0.882
H -0.135 2.240 -0.054
H -0.866 -0.493 -1.852
*
```

Results
- ΔE to the lowest compared entry with this formula, charge and spin (eV) = 0.1115
- highest occupied orbital energy (eV) = -10.17
- SMILES string = CCC(C)(C)O
- strongest force on any atom (hartree/bohr) = 0.0061

Entry 8:
2 unconnected molecules or ions with the total composition C5H12O at a distorted geometry, computed with ωB97M-V with the def2-TZVPD basis set.

The geometry in ORCA input format:
```
! wB97M-V def2-TZVPD RIJCOSX def2/J DEFGRID3
* xyz 0 1
C -1.577 -1.330 1.130
C -0.335 -1.279 0.281
C 0.086 -0.202 -0.409
C 1.374 -0.314 -1.163
C -0.924 0.852 -0.818
H -2.132 -2.259 0.967
H -2.240 -0.480 0.940
H -1.389 -1.375 2.205
H 0.230 -2.200 0.334
H 1.302 -1.210 -1.826
H 1.588 0.509 -1.838
H 2.310 -0.568 -0.639
H -0.690 1.387 -1.729
H -1.921 0.440 -0.961
H -1.023 1.587 -0.036
O 1.804 2.417 0.893
H 1.273 1.611 0.912
H 2.265 2.416 1.758
*
```

Results
- ΔE to the lowest compared entry with this formula, charge and spin (eV) = 1.1379
- highest occupied orbital energy (eV) = -8.75
- SMILES string = CC=C(C)C.O
- strongest force on any atom (hartree/bohr) = 0.0397

Entry 9:
2 unconnected molecules or ions with the total composition C5H12O at a distorted geometry, computed with ωB97M-V with the def2-TZVPD basis set.

The geometry in ORCA input format:
```
! wB97M-V def2-TZVPD RIJCOSX def2/J DEFGRID3
* xyz 0 1
C -1.405 -0.870 -1.848
C -1.784 -0.146 -0.812
C -1.750 1.333 -1.143
H -1.629 -2.058 -1.806
H -1.020 -0.438 -2.803
H -2.146 -0.562 0.137
H -2.473 1.415 -2.005
H -1.891 2.162 -0.364
H -0.782 1.659 -1.514
C 0.492 -0.802 1.667
C 1.461 0.416 1.317
O 2.692 -0.119 0.722
H 0.812 -1.246 2.553
H -0.617 -0.470 1.773
H 0.454 -1.463 0.789
H 1.703 1.147 2.042
H 0.938 0.939 0.408
H 3.041 0.278 -0.075
*
```

Results
- ΔE to the lowest compared entry with this formula, charge and spin (eV) = 2.7387
- highest occupied orbital energy (eV) = -9.68
- SMILES string = C=CC.CCO
- strongest force on any atom (hartree/bohr) = 0.1015

Entry 10:
2 unconnected molecules or ions with the total composition C5H12O, computed with ωB97M-V with the def2-TZVPD basis set.

The geometry in ORCA input format:
```
! wB97M-V def2-TZVPD RIJCOSX def2/J DEFGRID3
* xyz 0 1
C -1.370 -1.231 1.680
C -0.507 -0.547 0.634
C 1.249 0.499 -1.828
C 0.560 1.817 -1.640
C 0.974 -0.455 1.060
O 0.455 -0.415 -2.318
H -1.010 -2.253 1.808
H -2.434 -1.285 1.408
H -1.267 -0.697 2.625
H -0.898 0.470 0.495
H -0.686 -1.089 -0.297
H 0.775 2.206 -0.639
H -0.531 1.840 -1.830
H 1.064 2.501 -2.334
H 1.006 0.182 1.949
H 1.664 -0.007 0.330
H 1.435 -1.415 1.333
H -0.479 -0.118 -2.436
*
```

Results
- ΔE to the lowest compared entry with this formula, charge and spin (eV) = 3.0627
- highest occupied orbital energy (eV) = -8.53
- strongest force on any atom (hartree/bohr) = 0.0089

- The highest strongest force on any atom belongs to which entry?
  C5H12NP